Record 1
The following is a DFT calculation (wB97M-V/def2-TZVPD) of C4H11NS2 in the gas phase at a distorted geometry.

```
18
Properties=species:S:1:pos:R:3:forces:R:3:lowdin_charge:R:1
C 1.454748 3.340600 -1.418126 -0.14 2.57 0.76 -0.223
C 1.160734 2.261181 -0.425427 2.32 -2.94 0.33 -0.561
S 0.739704 0.673579 -1.394367 0.31 1.33 0.22 0.401
S 0.828187 -0.777873 -0.011029 -1.92 -0.27 0.24 0.431
C -1.055340 -1.224739 0.242803 1.46 0.12 -1.24 -0.452
C -1.059154 -2.714460 0.485731 -1.25 -1.52 -0.59 -0.412
N -1.057880 -3.058595 1.899100 -0.46 -0.38 0.77 -0.023
H 1.006713 3.340875 -2.419540 0.23 -0.63 0.26 0.068
H 1.131749 4.336940 -0.999258 0.00 -0.89 -0.23 0.085
H 2.524677 3.475725 -1.413870 0.38 -0.13 -0.87 0.059
H 2.201723 1.921311 0.116324 -2.86 1.08 -0.94 0.113
H 0.372480 2.459229 0.283187 -0.10 0.02 0.19 0.050
H -1.507527 -0.680127 1.062929 0.22 0.13 0.27 0.061
H -1.666376 -0.985364 -0.664254 1.09 0.02 0.52 0.076
H -1.939795 -3.094264 -0.113097 0.36 0.09 1.08 0.116
H -0.243770 -3.320921 0.057771 0.11 0.98 -0.33 0.089
H -1.782789 -3.703628 2.214517 0.29 0.25 -0.43 0.070
H -1.108083 -2.249470 2.496608 -0.04 0.16 0.00 0.051
```
Positions in Å, forces in eV/Å.

Computed properties:
E_tot, eV: -27485.925
Charge: 0

---

Record 2
The following is a DFT calculation (wB97M-V/def2-TZVPD) of a molecular structure, H2N2O2S at a distorted geometry.

```
7
Properties=species:S:1:pos:R:3:forces:R:3:lowdin_charge:R:1
N -1.483061 0.035766 0.808708 1.09 2.25 -2.40 -0.014
N 1.031610 0.007578 -0.697588 -1.45 2.03 -0.79 -0.748
O 1.249723 -0.485100 0.354853 1.16 -1.46 0.88 -0.011
O 1.430500 -0.244165 -1.797550 0.57 -0.39 0.02 0.021
S -0.171837 1.402338 -0.587355 -1.92 -2.59 1.89 0.807
H -0.844289 0.113506 1.582741 0.52 0.06 0.46 -0.037
H -1.212646 -0.829923 0.336190 0.02 0.09 -0.06 -0.018
```
Positions in Å, forces in eV/Å.

Computed properties:
E_tot, eV: -17937.105
Charge: 0

---

- Which formula does entry 2 have?
  H2N2O2S

---

- E_tot of number 2 (H2N2O2S)?
  -17937.105 eV